# C41H39CoF2O4P2SbSe4Si

A structure of composition C41H39CoF2O4P2SbSe4Si (the ωB97M-V functional and the def2-TZVPD basis, the OMol25 dataset).

Calculated values
DFT total energy, eV: -388784.333
Kohn-Sham gap (alpha / beta), eV: 5.71 / 6.07

```
! RIJCOSX wB97M-V def2-TZVPD def2/J DEFGRID3
* xyz -1 5
Co -0.6397 1.4716 0.0145
O -0.7808 -1.3701 0.3168
C -0.2581 -0.3926 -0.4447
C 0.4755 -0.7623 -1.5986
C 0.8507 -2.0986 -1.8885
C 1.6913 -2.3793 -2.9413
C 2.1803 -1.3689 -3.7747
C 1.7643 -0.0582 -3.5601
C 0.9127 0.2432 -2.5147
P 0.1845 1.8359 -2.1263
C 1.2704 3.1761 -2.6866
C 1.8274 4.0331 -1.7396
C 2.6243 5.0944 -2.1441
C 2.8692 5.3039 -3.4926
C 2.3085 4.4579 -4.4429
C 1.5051 3.4043 -4.0422
C -1.2604 1.9959 -3.2211
C -1.9396 3.2161 -3.2350
C -3.0968 3.3550 -3.9825
C -3.5881 2.2818 -4.7145
C -2.9186 1.0665 -4.6973
C -1.7584 0.9210 -3.9512
H 0.5007 -2.9057 -1.2609
H 1.9824 -3.4092 -3.1176
H 2.8527 -1.6021 -4.5908
H 2.1015 0.7291 -4.2235
H 1.6098 3.8957 -0.6890
H 3.0268 5.7691 -1.3990
H 3.4810 6.1409 -3.8083
H 2.4830 4.6324 -5.4981
H 1.0306 2.7763 -4.7880
H -1.5826 4.0500 -2.6447
H -3.6217 4.3020 -3.9772
H -4.4986 2.3922 -5.2922
H -3.3030 0.2235 -5.2597
H -1.2483 -0.0341 -3.9282
F -3.0205 0.3813 0.9706
C -2.5537 0.8681 -0.2366
F -2.8490 -0.0914 -1.1836
H -3.1617 1.7183 -0.5032
Se -2.3806 7.2542 -0.5230
Sb -0.9716 6.1456 1.0275
Se -0.9374 6.3710 3.4301
Se 1.4639 6.5170 1.1568
Se -1.1072 3.6729 0.3927
C -4.7222 -4.9598 0.9461
C -4.3969 -3.9741 0.0271
C -3.2192 -3.2498 0.1679
C -2.3514 -3.5003 1.2305
C -2.6981 -4.4930 2.1486
C -3.8698 -5.2190 2.0120
Si -0.7325 -2.5819 1.4194
C -0.5548 -1.8953 3.1492
C -1.1493 -0.6701 3.4639
C -1.0828 -0.1542 4.7488
C -0.4317 -0.8642 5.7498
C 0.1548 -2.0876 5.4585
C 0.0953 -2.5935 4.1667
C 0.6572 -3.8043 1.1004
C 1.9733 -3.5115 1.4682
C 3.0093 -4.3929 1.2013
C 2.7459 -5.5951 0.5591
C 1.4451 -5.9094 0.1901
C 0.4128 -5.0220 0.4623
H -5.6421 -5.5228 0.8375
H -5.0635 -3.7592 -0.7999
H -2.9809 -2.4700 -0.5413
H -2.0446 -4.7008 2.9923
H -4.1230 -5.9839 2.7374
H -1.6675 -0.1102 2.6949
H -1.5342 0.8064 4.9643
H -0.3780 -0.4612 6.7544
H 0.6642 -2.6469 6.2349
H 0.5688 -3.5468 3.9529
H 2.1875 -2.5674 1.9664
H 4.0230 -4.1421 1.4895
H 3.5530 -6.2867 0.3488
H 1.2333 -6.8462 -0.3116
H -0.5995 -5.2789 0.1676
C 0.5289 3.2643 3.4119
O 0.8879 1.9197 3.0303
P 1.1096 1.3796 1.5545
O 1.6954 -0.0859 1.8865
C 2.6508 -0.2519 2.9480
O 2.4339 2.2185 1.1274
C 3.2567 1.7092 0.0758
H 1.0417 3.9977 2.7949
H 0.8334 3.3704 4.4509
H -0.5411 3.3981 3.3153
H 2.1322 -0.6089 3.8377
H 3.1636 0.6823 3.1750
H 3.3811 -0.9925 2.6170
H 4.0281 2.4538 -0.1038
H 2.6863 1.5556 -0.8393
H 3.7097 0.7608 0.3732
*
```



# C4H10O

A cluster of 2 separate species, C4H10O in total at a distorted geometry (the ωB97M-V functional and the def2-TZVPD basis, the OMol25 dataset).

Calculated values
DFT total energy, eV: -6354.336
Kohn-Sham gap (alpha / beta), eV: 2.99 / 9.50

```
! RIJCOSX wB97M-V def2-TZVPD def2/J DEFGRID3
* xyz -1 2
C -0.1332 0.7781 -0.3855
C 0.4931 0.1127 0.5365
C 1.7920 -0.5360 0.4301
C -1.3810 1.6275 -0.1515
H 0.4380 0.9162 -1.4033
H 0.1535 0.1126 1.5230
H 2.2884 -0.7172 -0.4500
H 2.6024 0.2704 0.8434
H 1.8150 -1.3393 1.2465
H -1.8296 1.5744 0.8222
H -2.0381 1.1910 -0.9701
H -1.1218 2.7157 -0.2200
H -1.5740 -2.7148 -0.6046
H -0.4937 -1.8681 -0.2567
O -1.0111 -2.1233 -0.9601
*
```



# C4H6N2O

The molecule C4H6N2O (the ωB97M-V functional and the def2-TZVPD basis, the OMol25 dataset).

Calculated values
DFT total energy, eV: -9269.457
Structure (SMILES): CNC(=O)N1C=C1
Kohn-Sham gap, eV: 9.47

```
! RIJCOSX wB97M-V def2-TZVPD def2/J DEFGRID3
* xyz 0 1
C 0.5745 -1.4736 -0.2097
N 1.3039 -0.3121 0.2520
C 0.8081 0.9605 0.2828
O 1.3104 1.8353 0.9621
N -0.2913 1.2958 -0.5773
C -1.5263 0.4219 -0.6084
C -1.5487 1.4132 0.1941
H 1.1740 -2.3663 -0.0260
H 0.3834 -1.4044 -1.2844
H -0.3806 -1.5934 0.3163
H 2.0454 -0.4488 0.9239
H -1.9348 -0.3779 -1.2028
H -1.9181 2.0497 0.9775
*
```



# C25H24AgBrI2N4O7P

A structure of composition C25H24AgBrI2N4O7P at a distorted geometry (the ωB97M-V functional and the def2-TZVPD basis, the OMol25 dataset).

Calculated values
DFT total energy, eV: -146139.278
Kohn-Sham gap (alpha / beta), eV: 3.53 / 3.76

```
! RIJCOSX wB97M-V def2-TZVPD def2/J DEFGRID3
* xyz -1 1
Ag -1.9847 1.6506 -0.4212
C 2.5673 -4.6581 -0.2769
O 3.7395 -3.8474 0.0065
C 3.7371 -2.8358 0.8720
C 4.9499 -2.1264 0.8976
C 5.1314 -1.1600 1.8328
C 4.0047 -0.7855 2.6231
C 2.8752 -1.6360 2.7333
C 2.6902 -2.6050 1.7770
N 3.9608 0.5182 2.9804
N 3.0064 0.8648 3.7703
C 1.9254 1.5134 3.3217
C 0.8637 1.7019 4.2681
C -0.4595 1.7298 3.8685
C -0.7618 1.8487 2.4383
O -1.9329 1.9439 2.0153
C 0.3965 1.8096 1.5042
N 0.0723 1.7501 0.2018
C 0.9799 1.7333 -0.7427
C 2.3407 1.7386 -0.4235
C 2.6996 1.7754 0.9097
C 1.7222 1.7338 1.9107
H 2.9657 -5.4634 -0.9150
H 1.7926 -4.1114 -0.8043
H 2.1497 -5.0501 0.6583
H 5.7117 -2.4661 0.2003
H 5.9982 -0.4885 1.8636
H 2.1610 -1.3833 3.5286
H 1.7538 -3.1883 1.7473
H 1.1348 1.6895 5.3255
H -1.3210 1.6622 4.5526
H 0.5705 1.7395 -1.7580
H 3.0593 1.8002 -1.2233
H 3.7711 1.8245 1.1728
Br -3.0366 -0.5164 -3.5082
C -2.2668 1.2455 -3.7448
C -2.0529 1.5557 -5.1045
C -1.9198 2.8935 -5.4401
C -1.8730 3.8458 -4.4076
C -1.9325 3.3948 -3.0776
N -2.0675 2.0756 -2.7436
C -1.9758 4.4568 -2.0441
O -1.9200 5.6491 -2.4202
O -2.0721 4.0345 -0.8175
H -1.9965 0.7799 -5.8547
H -1.8472 3.2217 -6.4710
H -1.7644 4.9126 -4.5899
I -5.0141 2.0897 -0.1662
I -7.7248 1.7123 -0.0785
C -1.4862 -2.4831 2.1822
O -1.1736 -1.3270 1.3750
P -1.9546 -0.9070 0.0453
O -1.3981 -1.9122 -1.1472
C -0.1339 -1.7225 -1.8447
O -3.3315 -1.6976 0.3578
C -4.5441 -1.7630 -0.3675
H -0.6318 -2.6447 2.8563
H -1.6721 -3.3794 1.5791
H -2.3823 -2.2407 2.7796
H 0.0572 -2.7070 -2.3010
H 0.6895 -1.4096 -1.1918
H -0.3026 -0.9591 -2.6053
H -5.1323 -2.5759 0.0789
H -4.3495 -2.0455 -1.4136
H -5.0614 -0.7995 -0.3302
*
```



# CH3NS2

A cluster of 2 separate species, CH3NS2 in total at a distorted geometry (the ωB97M-V functional and the def2-TZVPD basis, the OMol25 dataset).

Calculated values
DFT total energy, eV: -24243.476
Kohn-Sham gap, eV: 10.33

```
! RIJCOSX wB97M-V def2-TZVPD def2/J DEFGRID3
* xyz 0 1
C 0.8949 1.0927 -3.2154
N 0.9915 0.5689 -2.1558
S -1.3407 -1.8399 0.3384
S 1.5812 0.2598 -0.6492
H -0.9767 -3.0021 0.7118
H -2.2096 -2.0909 1.1515
H 0.3609 -0.2847 -0.2962
*
```



# C2H18O6S2

A cluster of 7 separate species, C2H18O6S2 in total at a distorted geometry (the ωB97M-V functional and the def2-TZVPD basis, the OMol25 dataset).

Calculated values
DFT total energy, eV: -36321.548
Structure (SMILES): CCSS.O.O.O.O.O.O
Kohn-Sham gap, eV: 8.25

```
! RIJCOSX wB97M-V def2-TZVPD def2/J DEFGRID3
* xyz 0 1
C 0.5133 -0.1532 -3.1244
C 1.5123 0.5420 -2.2400
S 2.6968 -0.6708 -1.4912
S 1.5884 -2.3880 -0.9475
H 0.9245 -0.8618 -3.8337
H -0.1105 0.5400 -3.6955
H -0.1839 -0.7134 -2.5250
H 1.1100 1.1828 -1.4845
H 2.1856 1.1626 -2.8365
H 0.4921 -1.8575 -0.4473
O -2.6526 -0.5012 1.6859
H -2.4503 -1.1989 1.0503
H -2.7034 -1.0125 2.4989
O -1.6887 -2.2295 -0.6862
H -2.0110 -3.0667 -0.3373
H -2.2643 -2.1015 -1.4493
O 0.1380 1.0212 0.6744
H -0.4117 1.4653 1.3372
H 0.9958 1.3856 0.9203
O 2.8819 1.0974 1.8480
H 3.3059 1.0550 1.0158
H 3.2703 0.2846 2.2042
O -2.5936 2.1752 0.2140
H -2.7060 1.5149 0.8906
H -1.8022 1.9023 -0.2620
O -0.2188 0.8065 3.6658
H 0.7202 0.7020 3.8483
H -0.5380 -0.0825 3.5067
*
```



We obtain energy above the lowest of the compared OMol25 structures with the same formula, charge and spin values of 0.0000 1.6896 4.0445 0.0000 2.6394 0.0000 eV for the records listed above, in that order.